one) # C78H168N8O10

10 unconnected molecules or ions with the total composition C78H168N8O10 (wB97M-V/def2-TZVPD, the OMol25 dataset).

```
! wB97M-V def2-TZVPD RIJCOSX def2/J DEFGRID3
* xyz 0 1
C -2.204 -7.109 1.325
C -3.482 -6.310 1.574
C -3.013 -4.828 1.750
C -4.184 -3.830 1.961
C -5.010 -3.799 0.638
C -5.408 -5.296 0.286
N -4.290 -6.275 0.304
O -4.876 -7.552 -0.047
C -6.616 -5.758 1.080
C -5.685 -5.167 -1.257
C -4.130 -6.929 2.794
H -1.915 -7.593 2.251
H -1.459 -6.403 0.857
H -2.452 -7.949 0.666
H -2.353 -4.820 2.650
H -2.332 -4.561 0.996
H -3.775 -2.837 2.159
H -4.721 -4.126 2.867
H -4.300 -3.539 -0.161
H -5.932 -3.176 0.729
H -7.510 -5.260 0.682
H -6.865 -6.757 1.002
H -6.485 -5.536 2.121
H -4.777 -4.816 -1.813
H -6.065 -6.140 -1.705
H -6.478 -4.399 -1.419
H -4.286 -8.017 2.669
H -5.068 -6.463 3.065
H -3.484 -6.806 3.638
H -5.388 -7.819 0.684
C 0.662 7.377 0.408
C 2.062 6.987 -0.073
C 1.831 6.364 -1.473
C 3.042 6.285 -2.386
C 3.609 7.715 -2.453
C 4.085 8.240 -1.116
N 2.846 8.216 -0.209
O 3.312 8.482 1.147
C 5.300 7.511 -0.515
C 4.390 9.702 -1.349
C 2.769 5.899 0.790
H -0.063 6.577 0.440
H 0.309 8.132 -0.286
H 0.810 7.745 1.459
H 1.521 5.391 -1.228
H 1.090 6.973 -1.996
H 2.719 5.882 -3.329
H 3.881 5.623 -2.070
H 2.847 8.341 -2.755
H 4.491 7.777 -3.181
H 5.355 7.833 0.535
H 5.212 6.434 -0.616
H 6.179 7.901 -1.033
H 5.089 9.747 -2.136
H 3.499 10.259 -1.650
H 4.747 10.223 -0.430
H 3.087 5.089 0.129
H 1.954 5.397 1.375
H 3.529 6.126 1.489
H 2.679 9.193 1.312
C 0.966 -1.095 4.799
C 0.881 0.265 4.092
C 1.212 1.390 5.125
C 2.731 1.419 5.482
C 3.538 1.711 4.225
C 3.282 0.512 3.255
N 1.822 0.403 2.913
O 1.650 -0.740 2.063
C 4.075 0.847 2.038
C 3.901 -0.685 3.914
C -0.563 0.386 3.644
H 1.518 -1.094 5.753
H 1.530 -1.735 4.180
H -0.054 -1.505 4.976
H 0.907 2.250 4.599
H 0.609 1.287 5.984
H 3.054 0.454 5.878
H 2.817 2.197 6.315
H 4.612 1.776 4.418
H 3.199 2.644 3.795
H 4.181 0.029 1.363
H 3.587 1.671 1.546
H 5.045 1.261 2.271
H 3.909 -1.509 3.187
H 4.993 -0.382 4.014
H 3.566 -1.061 4.814
H -1.315 0.237 4.452
H -0.639 -0.478 2.938
H -0.723 1.333 3.149
H 1.084 -0.350 1.348
C -4.123 -1.223 -4.554
C -4.560 0.229 -4.263
C -4.811 0.428 -2.762
C -5.049 1.954 -2.483
C -3.774 2.687 -2.960
C -3.584 2.563 -4.430
N -3.540 1.163 -4.683
O -3.188 0.974 -6.071
C -4.667 3.283 -5.265
C -2.180 3.209 -4.803
C -5.938 0.377 -5.009
H -4.784 -1.937 -4.054
H -3.183 -1.490 -4.056
H -4.011 -1.278 -5.612
H -5.665 -0.229 -2.457
H -3.943 0.093 -2.144
H -5.298 2.150 -1.393
H -5.973 2.297 -2.940
H -2.895 2.362 -2.375
H -3.902 3.785 -2.827
H -5.711 2.901 -5.167
H -4.732 4.350 -5.054
H -4.498 3.237 -6.324
H -2.338 4.284 -4.730
H -1.298 2.962 -4.231
H -1.930 2.934 -5.852
H -5.859 0.798 -6.029
H -6.745 0.922 -4.540
H -6.339 -0.660 -5.028
H -4.009 1.168 -6.557
C 4.991 -5.352 1.874
C 5.535 -4.968 0.442
C 4.713 -3.900 -0.238
C 4.809 -2.524 0.384
C 6.280 -2.068 0.267
C 7.258 -3.072 0.902
N 6.940 -4.437 0.386
O 7.834 -5.380 0.986
C 8.646 -2.667 0.377
C 7.195 -2.899 2.464
C 5.473 -6.285 -0.366
H 5.779 -5.810 2.441
H 4.219 -6.063 1.756
H 4.594 -4.412 2.296
H 4.932 -3.930 -1.291
H 3.646 -4.210 -0.224
H 4.439 -2.500 1.381
H 4.145 -1.753 -0.087
H 6.369 -1.085 0.696
H 6.424 -1.897 -0.768
H 8.772 -2.915 -0.640
H 8.831 -1.560 0.569
H 9.458 -3.179 0.983
H 8.047 -3.363 2.998
H 7.262 -1.843 2.661
H 6.246 -3.241 2.922
H 5.878 -6.160 -1.368
H 4.541 -6.736 -0.429
H 6.160 -6.903 0.171
H 7.678 -5.317 1.912
C -2.216 -8.492 -3.160
C -1.122 -7.403 -3.316
C -1.853 -5.986 -3.211
C -0.917 -4.869 -3.020
C -0.018 -5.181 -1.815
C 0.758 -6.486 -1.950
N -0.243 -7.559 -2.149
O 0.506 -8.762 -2.370
C 1.879 -6.431 -3.082
C 1.452 -6.745 -0.626
C -0.508 -7.625 -4.719
H -3.056 -8.325 -3.854
H -2.455 -8.607 -2.095
H -1.727 -9.361 -3.473
H -2.353 -5.795 -4.199
H -2.618 -6.079 -2.477
H -1.433 -3.891 -2.962
H -0.270 -4.831 -3.904
H -0.619 -5.208 -0.880
H 0.786 -4.358 -1.800
H 2.140 -7.413 -3.496
H 1.630 -5.706 -3.860
H 2.780 -6.119 -2.607
H 2.191 -5.970 -0.305
H 0.700 -6.920 0.118
H 2.041 -7.668 -0.659
H 0.226 -8.382 -4.842
H -0.090 -6.772 -5.218
H -1.314 -7.922 -5.443
H 0.337 -9.405 -1.629
C -1.031 4.654 2.906
C -2.051 5.736 3.454
C -2.969 4.925 4.344
C -2.386 4.746 5.721
C -2.094 6.136 6.376
C -1.005 6.883 5.630
N -1.579 6.938 4.213
O -0.632 7.592 3.377
C -1.076 8.357 6.157
C 0.388 6.283 5.791
C -2.966 6.255 2.384
H -1.601 3.858 2.447
H -0.390 4.295 3.741
H -0.323 4.962 2.130
H -3.906 5.398 4.409
H -3.139 4.011 3.784
H -1.505 4.123 5.656
H -3.005 4.196 6.382
H -1.725 5.841 7.422
H -3.028 6.658 6.518
H -2.105 8.661 6.032
H -0.816 8.203 7.232
H -0.411 9.067 5.645
H 0.617 5.211 5.925
H 0.966 6.579 4.938
H 0.821 6.724 6.744
H -2.419 6.740 1.599
H -3.696 7.007 2.713
H -3.409 5.467 1.817
H -1.107 8.404 3.038
C 1.238 2.496 0.480
C 0.913 1.566 -0.693
C 2.249 0.968 -1.224
C 1.964 -0.211 -2.139
C 1.191 -1.322 -1.492
C -0.135 -0.785 -0.927
N 0.184 0.385 -0.052
O -1.021 0.949 0.377
C -1.181 -0.523 -1.922
C -0.690 -1.888 0.053
C 0.140 2.362 -1.753
H 1.431 1.943 1.377
H 0.473 3.222 0.565
H 2.157 2.943 0.146
H 2.896 1.636 -1.855
H 2.680 0.588 -0.308
H 2.968 -0.598 -2.354
H 1.474 -0.065 -3.111
H 1.751 -1.681 -0.639
H 1.018 -2.196 -2.112
H -1.303 -1.450 -2.474
H -2.154 -0.340 -1.445
H -0.991 0.320 -2.567
H -0.803 -2.821 -0.512
H -0.147 -1.952 0.994
H -1.638 -1.600 0.443
H -0.095 1.799 -2.693
H 0.793 3.152 -2.111
H -0.747 2.903 -1.382
H -1.505 1.274 -0.412
C 1.181 0.854 -6.364
C 0.264 -0.324 -5.972
C 0.968 -1.620 -5.569
O -0.634 0.036 -4.939
H 0.483 1.657 -6.589
H 1.744 0.504 -7.205
H 2.015 1.100 -5.645
H -0.310 -0.618 -6.824
H 1.525 -1.953 -6.439
H 0.181 -2.256 -5.183
H 1.682 -1.486 -4.718
H -1.448 0.387 -5.350
C -3.707 0.582 2.285
C -4.024 1.773 1.389
C -5.265 2.425 1.977
O -3.001 2.765 1.394
H -2.792 0.088 2.023
H -4.584 -0.092 2.215
H -3.617 0.942 3.328
H -4.221 1.400 0.346
H -4.980 2.837 2.929
H -6.196 1.851 2.001
H -5.512 3.258 1.264
H -2.139 2.317 1.386
*
```

The HOMO energy comes out at -8.4 eV. The SMILES is CC1(C)CCCC(C)(C)N1O.CC1(C)CCCC(C)(C)N1O.CC1(C)CCCC(C)(C)N1O.CC1(C)CCCC(C)(C)N1O.CC1(C)CCCC(C)(C)N1O.CC1(C)CCCC(C)(C)N1O.CC1(C)CCCC(C)(C)N1O.CC1(C)CCCC(C)(C)N1O.CC(C)O.CC(C)O.

---

two) # C78H168N8O10

10 unconnected molecules or ions with the total composition C78H168N8O10 (wB97M-V/def2-TZVPD, the OMol25 dataset).

```
! wB97M-V def2-TZVPD RIJCOSX def2/J DEFGRID3
* xyz 0 1
C 15.883 13.998 17.122
C 15.576 14.885 15.916
C 16.567 15.965 15.684
O 15.630 13.990 14.733
H 15.092 13.233 17.321
H 15.878 14.580 18.078
H 16.798 13.375 17.068
H 14.491 15.144 15.989
H 16.591 16.684 16.517
H 16.397 16.633 14.857
H 17.590 15.488 15.527
H 15.415 14.556 14.011
C 14.591 10.706 12.738
C 16.025 10.717 13.216
C 16.984 11.549 12.310
O 16.085 11.218 14.539
H 13.971 10.208 13.506
H 14.427 10.233 11.755
H 14.147 11.723 12.581
H 16.390 9.684 13.268
H 16.952 11.060 11.326
H 18.021 11.396 12.658
H 16.848 12.611 12.316
H 15.831 12.124 14.493
C 22.721 14.770 18.590
C 21.813 15.473 19.740
C 22.048 16.962 19.621
C 21.095 17.728 20.507
C 19.692 17.470 19.948
C 19.337 15.979 20.052
N 20.433 15.196 19.366
O 20.209 13.812 19.721
C 19.037 15.593 21.530
C 18.106 15.774 19.127
C 22.284 15.008 21.121
H 22.400 15.081 17.593
H 22.643 13.724 18.817
H 23.763 14.972 18.607
H 23.105 17.197 19.913
H 21.964 17.268 18.545
H 21.335 18.807 20.550
H 21.212 17.388 21.523
H 19.622 17.808 18.880
H 18.854 18.029 20.352
H 18.149 16.019 21.965
H 18.905 14.564 21.751
H 19.886 15.908 22.099
H 17.314 16.425 19.406
H 18.313 16.076 18.149
H 17.787 14.719 19.163
H 23.083 14.280 21.052
H 21.525 14.678 21.788
H 22.896 15.797 21.549
H 19.868 13.422 18.900
C 22.190 18.019 12.850
C 21.969 18.236 14.331
C 23.276 18.901 14.904
C 23.008 19.569 16.224
C 21.907 20.639 16.091
C 20.576 19.970 15.636
N 20.854 19.198 14.424
O 19.669 18.618 13.973
C 19.879 19.250 16.812
C 19.556 21.191 15.203
C 21.619 16.914 15.042
H 21.307 17.688 12.334
H 23.117 17.414 12.721
H 22.490 19.023 12.447
H 24.044 18.124 15.083
H 23.742 19.724 14.306
H 24.006 19.891 16.662
H 22.646 18.745 16.855
H 22.173 21.459 15.429
H 21.585 21.117 17.016
H 18.925 18.809 16.422
H 20.483 18.372 17.201
H 19.635 19.813 17.716
H 20.002 21.813 14.340
H 18.559 20.878 14.983
H 19.469 21.889 16.064
H 22.052 16.786 16.036
H 22.121 16.167 14.451
H 20.534 16.732 14.947
H 19.752 18.698 13.011
C 19.732 20.481 10.929
C 19.306 19.171 10.256
C 20.441 18.399 9.568
C 20.061 17.008 9.173
C 19.555 16.270 10.447
C 18.228 16.874 10.977
N 18.623 18.304 11.286
O 17.543 19.033 11.851
C 17.030 16.788 10.010
C 17.794 16.191 12.310
C 18.363 19.614 9.143
H 18.930 21.015 11.422
H 20.217 20.994 10.087
H 20.491 20.327 11.747
H 20.863 18.933 8.763
H 21.312 18.294 10.246
H 20.917 16.453 8.718
H 19.209 16.904 8.479
H 20.261 16.311 11.338
H 19.502 15.279 10.176
H 16.551 17.724 10.138
H 17.203 16.449 9.009
H 16.357 16.059 10.546
H 17.808 15.041 12.345
H 18.374 16.628 13.124
H 16.734 16.467 12.540
H 18.293 18.812 8.445
H 18.853 20.493 8.594
H 17.434 19.948 9.590
H 17.832 18.953 12.778
C 18.205 11.128 21.444
C 18.509 10.020 20.451
C 18.259 8.577 20.993
C 16.814 8.054 20.906
C 16.361 8.240 19.504
C 16.299 9.689 19.034
N 17.682 10.185 19.182
O 17.815 11.550 18.737
C 15.848 9.825 17.608
C 15.369 10.528 19.935
C 20.000 10.189 20.000
H 17.318 10.889 22.007
H 18.145 12.083 20.978
H 18.914 11.228 22.287
H 18.907 7.843 20.465
H 18.623 8.594 22.025
H 16.177 8.541 21.645
H 16.815 7.005 21.197
H 15.360 7.944 19.270
H 16.956 7.658 18.809
H 15.462 10.846 17.374
H 16.578 9.659 16.839
H 15.031 9.046 17.439
H 15.622 10.346 21.008
H 15.477 11.593 19.630
H 14.272 10.309 19.740
H 20.675 9.881 20.807
H 20.209 11.230 19.753
H 20.211 9.473 19.186
H 18.114 11.396 17.820
C 13.551 14.436 20.623
C 12.559 15.453 21.155
C 13.246 16.480 22.148
C 14.169 17.537 21.496
C 13.466 18.272 20.354
C 12.705 17.334 19.417
N 11.880 16.347 20.140
O 11.339 15.483 19.141
C 11.771 18.151 18.503
C 13.850 16.652 18.589
C 11.486 14.653 21.931
H 14.582 14.676 20.839
H 13.307 14.262 19.521
H 13.259 13.422 21.005
H 12.467 17.022 22.676
H 13.789 15.891 22.888
H 15.061 17.070 21.139
H 14.507 18.221 22.229
H 14.254 18.799 19.822
H 12.687 18.985 20.781
H 10.994 18.632 19.093
H 12.429 18.938 18.029
H 11.369 17.439 17.743
H 13.538 15.987 17.767
H 14.515 17.364 18.094
H 14.590 16.041 19.116
H 10.743 15.277 22.374
H 11.969 14.106 22.720
H 10.979 13.925 21.270
H 10.505 15.285 19.504
C 7.996 10.193 18.217
C 8.533 11.375 17.427
C 8.677 12.519 18.330
C 9.967 12.400 19.075
C 11.186 12.362 18.126
C 11.084 11.032 17.240
N 9.769 11.058 16.594
O 9.580 9.828 15.945
C 12.298 11.141 16.234
C 11.290 9.749 18.078
C 7.514 11.769 16.382
H 7.118 10.551 18.670
H 8.608 9.806 19.097
H 7.773 9.283 17.638
H 8.672 13.440 17.704
H 7.794 12.496 18.987
H 9.958 11.515 19.768
H 10.167 13.245 19.796
H 12.112 12.516 18.667
H 11.127 13.215 17.417
H 12.014 11.901 15.543
H 13.181 11.537 16.730
H 12.451 10.273 15.610
H 10.676 9.691 19.024
H 11.085 8.845 17.552
H 12.339 9.653 18.375
H 7.804 12.716 15.901
H 6.608 11.983 16.975
H 7.239 10.988 15.698
H 10.028 9.997 15.133
C 11.572 17.752 11.353
C 12.277 16.394 11.753
C 13.531 16.595 12.610
C 13.379 16.926 14.123
C 12.471 15.862 14.669
C 11.091 15.762 13.902
N 11.427 15.487 12.536
O 10.255 15.274 11.763
C 10.157 14.662 14.358
C 10.139 17.048 14.168
C 12.745 15.841 10.457
H 12.357 18.484 10.954
H 11.230 18.370 12.201
H 10.737 17.627 10.663
H 14.206 15.768 12.584
H 14.227 17.340 12.136
H 13.029 17.930 14.274
H 14.393 16.913 14.666
H 12.178 16.001 15.709
H 13.016 14.952 14.505
H 10.527 13.698 14.055
H 9.926 14.696 15.417
H 9.190 14.813 13.835
H 9.632 17.255 13.198
H 9.385 16.795 14.922
H 10.625 18.012 14.364
H 11.998 15.799 9.626
H 13.109 14.844 10.638
H 13.522 16.448 9.997
H 10.165 14.325 11.549
C 18.780 8.693 15.064
C 19.980 9.630 15.205
C 20.919 9.668 13.989
C 21.966 10.774 13.974
C 21.306 12.157 14.188
C 20.345 12.196 15.377
N 19.447 11.035 15.213
O 18.499 11.137 16.250
C 21.089 12.251 16.691
C 19.454 13.431 15.190
C 20.729 9.114 16.437
H 19.086 7.671 14.764
H 18.266 8.564 16.039
H 18.145 9.056 14.280
H 21.435 8.768 13.799
H 20.268 9.856 13.123
H 22.689 10.541 14.761
H 22.511 10.771 12.995
H 20.727 12.471 13.283
H 22.044 12.915 14.308
H 22.049 11.674 16.676
H 20.517 11.918 17.521
H 21.415 13.273 16.895
H 20.097 14.236 14.967
H 18.818 13.724 15.992
H 18.794 13.273 14.256
H 20.178 9.382 17.366
H 20.849 7.987 16.444
H 21.694 9.568 16.470
H 17.668 11.056 15.750
*
```

The HOMO energy comes out at -7.7 eV. The SMILES is CC1(C)CCCC(C)(C)N1O.CC1(C)CCCC(C)(C)N1O.CC1(C)CCCC(C)(C)N1O.CC1(C)CCCC(C)(C)N1O.CC1(C)CCCC(C)(C)N1O.CC1(C)CCCC(C)(C)N1O.CC1(C)CCCC(C)(C)N1O.CC1(C)CCCC(C)(C)N1O.CC(C)O.CC(C)O.

---

Looking at the structures above, which would you pick as the most stable? I would pick two).